Record 1
This record from OMol25 describes a structure of composition C34H6F25GeN2S3SeV in a non-equilibrium geometry. The level of theory is wB97M-V/def2-TZVPD.

2S+1 ... 3
LUMO level (spin up / spin down) ... -0.98 / -0.23 eV
Highest occupied orbital energy (spin up / spin down) ... -7.8 / -8.1 eV
HOMO-LUMO gap (spin up / spin down) ... 6.8 / 7.8 eV

Atoms and positions in Å:
C: 1.332 -4.900 -4.348
F: -5.147 1.089 -3.143
F: 1.691 -5.700 -5.348
C: 3.036 -1.752 2.017
C: 1.759 1.401 1.710
H: 3.962 5.574 1.097
C: -2.459 -3.634 -0.750
F: -7.211 1.886 1.031
N: 2.432 4.762 -0.150
C: 0.150 -4.166 -4.443
H: 2.124 5.082 3.067
F: -0.639 -4.288 -5.508
F: -0.757 -3.293 1.814
C: 2.259 1.248 3.014
C: -2.824 -1.443 0.030
F: 3.248 -5.519 -3.117
F: 5.794 1.969 2.598
C: 0.591 -3.202 -2.260
F: 2.778 -0.992 -0.201
F: -4.927 -0.814 0.910
C: 1.229 -2.960 3.038
C: -3.779 2.292 -0.041
F: 4.023 1.286 4.571
C: 2.516 -2.432 3.116
V: -0.545 1.511 -0.775
C: 3.602 1.421 3.315
F: 4.256 -1.205 2.074
C: 3.085 4.786 -1.429
H: 4.149 4.600 -1.298
C: -3.767 -3.981 -0.431
F: 1.410 0.925 3.997
H: 2.652 4.006 -2.054
C: -6.206 1.478 -1.071
C: -3.826 1.879 -1.373
H: 2.937 5.744 -1.929
F: -7.375 1.067 -1.566
C: 4.051 1.861 1.000
C: -1.958 -2.363 -0.525
H: 0.118 4.052 1.853
S: 0.103 3.745 -1.107
C: 2.069 4.910 2.015
C: -4.136 -1.744 0.369
C: 0.485 -2.791 1.874
C: 4.510 1.755 2.310
S: 0.065 1.228 1.410
C: 1.196 4.275 0.079
F: -1.648 -4.567 -1.258
F: 0.715 -3.617 4.076
C: 0.988 -2.131 0.768
C: -5.073 1.485 -1.869
C: 2.977 5.160 1.040
C: 1.749 -3.944 -2.183
F: 3.234 -2.556 4.227
C: -4.895 2.304 0.778
N: 0.968 4.374 1.407
F: 2.292 1.794 -0.567
F: -2.345 -0.198 0.272
F: -2.562 2.673 0.456
F: -4.795 2.701 2.049
F: -1.312 -2.593 -3.423
S: 0.431 -0.019 -1.994
F: 2.499 -3.853 -1.076
C: 2.706 1.680 0.717
C: -6.122 1.887 0.262
F: -5.849 -3.361 0.488
F: -4.213 -5.214 -0.653
F: 4.900 2.170 0.016
C: 2.273 -1.628 0.865
C: -0.183 -3.321 -3.398
Ge: -0.040 -1.863 -0.942
C: -4.610 -3.033 0.146
C: 2.133 -4.796 -3.213
Se: -2.274 1.817 -2.433

The net atomic charges from Mulliken, expressed in e, are:
1 C 0.587
2 F -0.348
3 F -0.297
4 C 0.256
5 C 1.385
6 H 0.524
7 C 0.653
8 F -0.336
9 N 0.359
10 C -0.007
11 H 0.458
12 F -0.288
13 F -0.251
14 C -0.126
15 C 0.327
16 F -0.297
17 F -0.375
18 C -0.751
19 F -0.731
20 F -0.290
21 C 0.141
22 C 0.043
23 F -0.377
24 C 0.481
25 V 0.669
26 C 0.511
27 F -0.416
28 C -0.869
29 H 0.354
30 C 0.101
31 F -0.460
32 H 0.300
33 C 0.280
34 C 0.013
35 H 0.326
36 F -0.320
37 C 0.242
38 C -0.952
39 H 0.285
40 S -0.536
41 C -0.739
42 C -0.361
43 C 0.733
44 C 0.548
45 S -0.504
46 C -0.261
47 F -0.320
48 F -0.315
49 C -0.352
50 C 0.425
51 C -0.277
52 C 0.148
53 F -0.336
54 C -0.167
55 N 0.363
56 F -0.610
57 F 0.196
58 F -0.208
59 F -0.337
60 F -0.288
61 S -0.565
62 F -0.254
63 C -0.126
64 C 0.658
65 F -0.304
66 F -0.302
67 F -0.419
68 C 0.719
69 C 0.658
70 Ge 1.854
71 C 0.635
72 C -0.028
73 Se -0.135

---

Record 2
This record from OMol25 describes the molecule C12H10O2S in a non-equilibrium geometry. The level of theory is wB97M-V/def2-TZVPD.

2S+1 ... 3
LUMO level (spin up / spin down) ... 0.38 / -2.84 eV
Highest occupied orbital energy (spin up / spin down) ... -6.9 / -9.4 eV
HOMO-LUMO gap (spin up / spin down) ... 7.3 / 6.5 eV

Atoms and positions in Å:
H: -3.765 -1.705 0.637
S: -0.494 2.275 1.439
C: -2.688 -1.497 0.431
C: 0.009 -1.117 -0.366
H: 0.387 -3.150 0.072
C: 1.596 0.440 -1.274
H: 2.122 -1.716 -0.135
H: -1.997 -3.536 0.848
H: -2.827 0.604 0.392
O: 0.793 2.888 1.768
C: 1.412 -0.938 -0.729
C: -2.184 -0.219 0.199
C: -0.833 0.004 -0.118
C: 0.860 1.430 -0.884
C: -0.398 -2.286 0.212
C: 1.873 -0.626 -2.204
C: -1.756 -2.497 0.542
H: 0.146 0.741 3.204
H: -1.270 0.316 2.268
H: 2.907 -0.918 -2.443
C: -0.185 1.299 -0.002
O: -1.592 3.113 1.381
C: -0.719 1.055 2.717
H: -1.310 1.504 3.546
H: 1.157 -0.911 -2.946

The net atomic charges from Mulliken, expressed in e, are:
1 H 0.354
2 S 1.293
3 C -0.498
4 C 0.676
5 H 0.221
6 C 0.422
7 H 0.340
8 H 0.357
9 H 0.487
10 O -0.686
11 C -0.146
12 C -0.278
13 C -0.040
14 C -0.943
15 C -0.909
16 C -0.637
17 C -0.315
18 H 0.355
19 H 0.142
20 H 0.267
21 C 0.303
22 O -0.634
23 C -0.759
24 H 0.355
25 H 0.274

---

Record 3
This record from OMol25 describes a structure of composition C18H28N2O6Ti. The level of theory is wB97M-V/def2-TZVPD.

2S+1 ... 3
LUMO level (spin up / spin down) ... -4.97 / -4.97 eV
Highest occupied orbital energy (spin up / spin down) ... -13.0 / -15.3 eV
HOMO-LUMO gap (spin up / spin down) ... 8.0 / 10.4 eV
Total charge ... +2

Atoms and positions in Å:
H: -2.619 -2.292 0.623
C: 1.626 1.788 -0.919
C: -1.544 -2.295 0.429
C: 1.480 -1.097 -3.389
H: -1.123 0.106 3.987
C: 0.295 2.140 -1.642
H: 2.005 -2.077 -0.338
H: -3.350 2.662 2.394
H: -2.473 2.820 0.858
C: -2.452 2.371 1.849
H: -1.291 -3.193 -0.138
O: -0.863 1.462 -1.107
O: -1.208 -1.126 -0.347
Ti: -0.551 0.453 0.726
H: -1.939 -1.460 3.912
C: 2.365 -1.875 -4.115
C: 3.030 -2.867 -2.039
O: 1.429 0.964 0.257
H: 3.632 -3.559 -1.467
H: 2.072 0.467 2.107
H: 0.092 3.206 -1.547
H: -1.001 3.868 2.382
O: -0.118 1.988 2.195
C: -2.849 0.055 2.675
H: 0.386 1.902 -2.701
H: 2.127 2.708 -0.621
C: 4.095 -3.621 -4.118
H: -1.292 -1.441 -2.372
H: -1.395 0.789 -2.994
H: 3.075 1.701 1.317
H: 2.277 1.227 -1.584
H: -2.863 -1.142 -1.586
N: 1.341 -1.164 -2.063
C: 3.158 -2.782 -3.422
C: 1.238 2.459 2.187
H: -1.319 2.725 3.700
N: 4.842 -4.293 -4.672
H: -2.717 1.124 -1.869
H: 0.318 -2.540 1.503
H: 2.438 -1.780 -5.189
C: -1.814 -0.847 -1.625
H: -3.505 -0.690 2.225
H: 1.290 3.411 1.650
H: -3.424 0.600 3.425
O: -0.623 -0.984 2.370
H: 0.848 -0.385 -3.912
C: -1.631 -0.593 3.326
C: 2.051 1.372 1.501
C: -0.715 -2.273 1.720
H: -1.126 -3.008 2.414
C: -1.203 2.821 2.619
C: -1.729 0.678 -1.963
C: 2.114 -2.038 -1.417
O: -2.481 0.948 1.596
H: 1.593 2.608 3.208

The net atomic charges from Mulliken, expressed in e, are:
1 H 0.361
2 C -0.657
3 C -0.529
4 C -0.056
5 H 0.260
6 C -0.596
7 H 0.389
8 H 0.485
9 H 0.254
10 C -0.633
11 H 0.477
12 O -0.459
13 O 0.435
14 Ti 0.147
15 H 0.515
16 C -0.809
17 C -0.731
18 O -0.235
19 H 0.516
20 H 0.317
21 H 0.494
22 H 0.405
23 O 0.197
24 C -0.451
25 H 0.349
26 H 0.548
27 C -0.258
28 H 0.367
29 H 0.330
30 H 0.483
31 H 0.364
32 H 0.502
33 N -0.011
34 C 0.482
35 C -0.468
36 H 0.355
37 N -0.361
38 H 0.460
39 H 0.293
40 H 0.528
41 C -0.674
42 H 0.265
43 H 0.415
44 H 0.547
45 O -0.249
46 H 0.342
47 C -0.632
48 C -0.745
49 C -0.649
50 H 0.441
51 C -0.549
52 C -0.603
53 C -0.189
54 O -0.229
55 H 0.448

---

Record 4
This record from OMol25 describes the molecule C5H7NO. The level of theory is wB97M-V/def2-TZVPD.

2S+1 ... 1
SMILES string ... O=C1CN2CC[C@@H]12
LUMO level ... 0.73 eV
Highest occupied orbital energy ... -9.5 eV
HOMO-LUMO gap ... 10.2 eV

Atoms and positions in Å:
H: -0.773 -1.658 1.055
H: -2.208 -1.283 0.058
H: 0.218 1.454 1.897
C: 0.059 0.357 -0.906
H: -0.205 0.783 -1.882
H: 1.291 2.025 -0.250
C: 1.208 0.947 -0.075
O: -0.381 -1.755 -2.086
H: 0.692 -0.248 1.711
N: -0.846 0.391 0.316
C: -1.149 -1.060 0.216
C: 0.354 0.646 1.169
C: -0.329 -1.102 -1.080
H: 2.197 0.492 -0.152

The net atomic charges from Mulliken, expressed in e, are:
1 H 0.259
2 H 0.251
3 H 0.311
4 C -0.044
5 H 0.345
6 H 0.233
7 C -0.594
8 O -0.551
9 H 0.224
10 N -0.356
11 C -0.468
12 C -0.348
13 C 0.442
14 H 0.296

---

Record 5
This record from OMol25 describes a structure of composition C17H16N3O8SW in a non-equilibrium geometry. The level of theory is wB97M-V/def2-TZVPD.

2S+1 ... 1
LUMO level ... -5.25 eV
Highest occupied orbital energy ... -11.4 eV
HOMO-LUMO gap ... 6.2 eV
Total charge ... +1

Atoms and positions in Å:
C: -1.861 1.376 -1.607
C: 2.872 0.385 -0.906
H: -2.431 1.560 -3.658
C: -4.044 2.100 -2.351
W: 0.816 0.042 -0.213
O: -1.383 -3.574 -1.796
C: -3.566 2.023 -0.011
C: -2.277 1.559 -0.278
O: 1.328 3.759 1.428
C: -4.452 2.281 -1.037
C: -0.541 -2.590 -1.603
H: -5.451 2.631 -0.814
O: -0.730 -1.648 -0.843
O: -1.384 1.978 1.887
C: 2.256 -0.695 2.408
O: 2.309 -3.050 2.042
C: 2.868 -0.543 3.630
C: 2.983 0.746 4.144
N: 1.517 -1.673 -2.165
H: -2.402 -3.596 0.023
S: -0.254 0.858 -2.208
C: -2.617 -3.517 -1.040
O: -0.722 0.105 0.830
H: 3.241 -1.412 4.154
H: -3.195 -4.368 -1.378
H: 3.549 -0.446 -0.690
H: 0.750 -3.472 -2.940
O: 0.916 1.963 0.130
O: 1.419 -1.705 0.478
C: 1.347 2.587 1.252
C: -2.759 1.672 -2.633
H: 2.402 -2.076 -1.871
C: 2.019 -1.962 1.661
H: 1.637 -1.155 -3.032
C: -1.450 1.290 0.922
C: 2.485 1.828 3.430
N: 0.574 -2.677 -2.344
H: 2.906 0.571 -1.984
H: 3.467 0.903 5.098
H: 2.545 2.844 3.797
N: 1.802 0.351 1.733
H: 3.328 1.267 -0.458
H: -3.850 2.183 1.021
H: -3.138 -2.586 -1.249
C: 1.898 1.579 2.208
H: -4.726 2.303 -3.167

The net atomic charges from Mulliken, expressed in e, are:
1 C 1.029
2 C -1.304
3 H 0.458
4 C -0.612
5 W 1.444
6 O -0.478
7 C -0.794
8 C 0.810
9 O -0.557
10 C -0.650
11 C 0.897
12 H 0.415
13 O -0.361
14 O -0.506
15 C 0.673
16 O -0.560
17 C -0.776
18 C -0.325
19 N -0.265
20 H 0.297
21 S -0.522
22 C -0.691
23 O -0.439
24 H 0.542
25 H 0.295
26 H 0.454
27 H 0.246
28 O -0.552
29 O -0.688
30 C 0.148
31 C -0.758
32 H 0.358
33 C 0.148
34 H 0.383
35 C 0.280
36 C -0.899
37 N -0.343
38 H 0.400
39 H 0.474
40 H 0.574
41 N 0.254
42 H 0.313
43 H 0.464
44 H 0.294
45 C 1.014
46 H 0.416

---

Record 6
This record from OMol25 describes a structure of composition C31H33F2IrN5O2S2. The level of theory is wB97M-V/def2-TZVPD.

2S+1 ... 2
LUMO level (spin up / spin down) ... 0.26 / -0.05 eV
Highest occupied orbital energy (spin up / spin down) ... -6.4 / -7.2 eV
HOMO-LUMO gap (spin up / spin down) ... 6.6 / 7.1 eV

Atoms and positions in Å:
H: -0.823 -2.118 -4.989
H: 1.423 2.069 -4.859
C: 1.761 -2.419 -0.049
H: -3.041 3.932 4.558
H: 1.992 -1.694 4.102
C: 1.631 -1.645 -2.833
H: -3.303 4.862 2.282
H: -0.386 -4.271 -3.438
C: -0.811 1.448 -2.857
H: 2.507 -1.165 -2.423
C: 1.960 2.472 0.914
F: -4.582 2.674 -1.862
N: 1.500 -1.223 0.609
C: -2.871 2.577 -3.457
O: -2.440 -2.295 -0.197
Ir: 0.049 0.114 -0.485
S: -1.652 -0.261 1.353
H: -1.638 -2.075 -2.456
H: -3.061 1.322 -0.314
C: -1.609 -1.787 0.705
H: 2.557 -3.628 1.529
C: 1.451 -3.164 -2.554
C: -3.575 -1.572 -0.685
C: 3.226 -0.067 5.880
H: -1.592 -3.370 2.039
C: 1.235 -1.395 -4.268
H: 1.788 -0.054 -5.913
H: 2.574 2.036 0.126
H: 2.723 -4.322 -0.103
H: 1.885 -2.069 -4.839
H: 3.264 0.564 6.768
O: 0.072 3.298 -0.672
C: -0.716 2.772 1.736
C: -2.387 3.604 3.761
C: -0.563 2.231 3.005
H: 0.195 1.472 3.157
H: 3.331 -1.105 6.202
H: 1.073 -0.067 5.797
C: -0.866 -2.914 1.359
H: -3.985 -0.937 0.098
C: 1.429 -0.029 -4.890
C: 0.633 1.182 -2.962
H: -1.289 2.248 5.015
S: 0.296 2.270 0.354
C: -1.402 2.660 4.021
C: 2.755 -3.404 0.484
H: 3.761 -2.982 0.433
H: 2.088 1.907 1.835
N: 0.402 -1.521 -1.832
C: -0.603 -2.107 -2.748
C: -1.584 2.167 -3.750
C: -2.533 4.129 2.485
H: 4.074 0.178 5.239
C: -1.344 1.077 -1.617
H: -1.775 4.122 0.461
C: -1.691 3.720 1.461
H: -0.020 -2.561 1.938
C: -2.622 1.516 -1.281
H: 2.120 3.548 0.990
C: -0.114 -2.104 -4.173
H: -0.564 -3.662 0.630
C: 1.083 -2.659 -1.185
C: -3.344 2.250 -2.205
H: -3.457 3.149 -4.161
C: 1.695 -0.255 2.699
C: 0.103 -3.321 -3.288
N: 1.297 0.818 -1.937
N: 1.832 -0.698 3.954
H: 1.838 1.173 4.802
H: -4.291 -2.333 -0.982
N: 1.875 -1.305 1.884
C: 1.916 0.139 5.129
H: 2.254 -3.868 -2.737
F: -1.080 2.531 -4.950
H: -3.288 -0.960 -1.536
C: 1.253 1.153 -4.308

The net atomic charges from Mulliken, expressed in e, are:
1 H 0.478
2 H 0.505
3 C 0.736
4 H 0.392
5 H 0.385
6 C -1.399
7 H 0.417
8 H 0.419
9 C 0.040
10 H 0.600
11 C -1.165
12 F -0.373
13 N 0.716
14 C -1.097
15 O -0.403
16 Ir 1.897
17 S -0.206
18 H 0.662
19 H 0.807
20 C 0.640
21 H 0.304
22 C 0.405
23 C -0.654
24 C -1.293
25 H 0.430
26 C 0.638
27 H 0.368
28 H 0.343
29 H 0.482
30 H 0.722
31 H 0.371
32 O -0.687
33 C -0.323
34 C -0.552
35 C 0.571
36 H 0.123
37 H 0.348
38 H 0.311
39 C -1.065
40 H 0.384
41 C -1.364
42 C 1.145
43 H 0.456
44 S 1.199
45 C -0.653
46 C -1.727
47 H 0.268
48 H 0.300
49 N 0.092
50 C -0.755
51 C 0.841
52 C -0.738
53 H 0.311
54 C 0.398
55 H 0.514
56 C -0.756
57 H 0.215
58 C -0.681
59 H 0.498
60 C -0.529
61 H 0.318
62 C -0.847
63 C 0.171
64 H 0.540
65 C -0.818
66 C -0.706
67 N -1.066
68 N 0.002
69 H 0.254
70 H 0.295
71 N -1.236
72 C -0.330
73 H 0.498
74 F -0.343
75 H 0.178
76 C -1.224